Entry 1:
Below is C3H6N3O as an isolated structure in a non-equilibrium geometry, with properties calculated with ωB97M-V/def2-TZVPD.

Calculated values
- Gap between HOMO and LUMO: 9.83 eV
- Highest occupied orbital energy: -14.16 eV
- Charge: +1
- Calculated total energy: -356.9809 hartree

Positions of all 13 atoms, in Å:
C1 -1.721 -0.767 -1.028
C2 -0.630 -0.797 -0.312
C3 0.909 0.677 0.941
N1 -0.462 -0.124 -3.035
N2 0.516 -0.123 -2.482
N3 0.359 -0.626 0.439
O1 -1.945 -0.608 -2.249
H1 -2.514 -0.830 -0.352
H2 0.594 1.505 0.223
H3 2.103 0.624 0.949
H4 0.578 0.914 1.897
H5 -1.060 0.202 -3.849
H6 0.899 -1.322 0.802



Entry 2:
Below is a 2-piece molecular cluster, C3H6N3P overall in a non-equilibrium geometry, with properties calculated with ωB97M-V/def2-TZVPD.

Calculated values
- Gap between HOMO and LUMO (alpha / beta): 7.91 / 7.41 eV
- Highest occupied orbital energy (alpha / beta): -8.59 / -8.12 eV
- Calculated total energy: -623.3815 hartree

Positions of all 13 atoms, in Å:
C1 -1.477 -1.200 -0.252
C2 -2.174 -1.865 0.763
C3 -0.293 -0.857 0.439
N1 -1.437 -2.125 1.834
N2 -0.330 -1.365 1.667
N3 1.673 2.411 -0.128
P1 1.910 0.715 -0.417
H1 -2.041 -0.684 -1.069
H2 -3.070 -2.396 0.592
H3 0.370 -1.446 2.334
H4 0.960 3.031 -0.472
H5 2.386 3.035 0.214
H6 2.742 0.617 0.721



Entry 3:
Below is a 2-piece molecular cluster, C3H6N3P overall in a non-equilibrium geometry, with properties calculated with ωB97M-V/def2-TZVPD.

Calculated values
- Gap between HOMO and LUMO: 8.91 eV
- Highest occupied orbital energy: -8.39 eV
- Calculated total energy: -623.4440 hartree
- SMILES: [H]/N=P/[H].c1cn[nH]c1

Positions of all 13 atoms, in Å:
C1 -2.105 0.564 0.188
C2 -1.730 -0.753 0.027
C3 -0.958 1.329 0.087
N1 -0.421 -0.735 -0.215
N2 0.059 0.551 -0.139
N3 2.670 -0.882 0.349
P1 2.586 0.558 -0.259
H1 -3.036 0.982 0.202
H2 -2.159 -1.759 -0.045
H3 -0.751 2.300 0.231
H4 0.181 -1.482 -0.314
H5 2.129 -0.930 1.196
H6 3.535 0.257 -1.308



Entry 4:
Below is an isolated ion of composition C3H6N3S and charge +1 in a non-equilibrium geometry, with properties calculated with ωB97M-V/def2-TZVPD.

Calculated values
- Gap between HOMO and LUMO: 8.07 eV
- Highest occupied orbital energy: -13.13 eV
- Charge: +1
- Calculated total energy: -680.0379 hartree
- SMILES: C[n+]1c[nH][nH]c1=S

Positions of all 13 atoms, in Å:
C1 -0.865 -0.405 -0.513
C2 -0.203 1.272 0.958
C3 1.617 -0.058 -0.046
N1 -1.939 0.060 0.137
N2 -1.563 1.103 1.026
N3 0.293 0.353 -0.017
S1 0.736 2.212 1.843
H1 -0.623 -1.317 -1.072
H2 2.392 0.167 -0.813
H3 1.713 -1.210 -0.057
H4 1.946 0.478 0.885
H5 -2.902 -0.301 0.200
H6 -2.367 1.704 1.331



Question: The highest calculated total energy belongs to which entry?
Answer: C3H6N3O